Record 1
Density functional theory data (ωB97M-V/def2-TZVPD) for a structure of composition C29H20BrCl3F3N3O3PtS2.

Geometry as ORCA input:
```
! wB97M-V def2-TZVPD RIJCOSX def2/J DEFGRID3
* xyz 0 1
Pt 1.427 1.078 -2.473
F -3.543 0.228 -1.089
C -3.636 1.577 -1.107
F -4.783 1.877 -0.462
F -3.801 1.940 -2.384
C -2.449 2.232 -0.456
C -2.655 3.130 0.575
C -1.566 3.729 1.190
C -0.307 3.372 0.743
N -0.086 2.520 -0.254
C -1.128 1.967 -0.878
S -0.825 0.924 -2.256
H -3.662 3.357 0.895
H -1.691 4.437 1.996
H 0.580 3.788 1.209
Br 7.335 4.620 -3.816
C 5.928 3.399 -3.487
C 6.203 2.220 -2.811
C 5.166 1.335 -2.569
C 3.886 1.640 -3.010
C 3.605 2.817 -3.687
C 4.652 3.699 -3.927
C 2.232 3.218 -4.217
O 2.153 4.166 -4.966
O 1.203 2.535 -3.803
H 7.209 1.998 -2.483
H 5.356 0.405 -2.049
H 3.186 0.799 -2.788
H 4.433 4.611 -4.465
Cl -0.559 1.485 4.665
C -0.608 0.127 3.586
C -1.183 0.268 2.336
C -1.223 -0.830 1.495
C -0.701 -2.065 1.870
C -0.750 -3.201 0.864
C 0.643 -3.540 0.312
N 1.328 -2.323 -0.096
C 2.193 -1.584 0.677
C 2.376 -0.404 0.030
N 1.623 -0.416 -1.121
C 1.001 -1.577 -1.163
O -1.286 -4.402 1.368
C -2.702 -4.527 1.212
C -3.474 -3.351 1.733
C -3.590 -3.022 3.051
Cl -2.960 -3.905 4.378
S -4.433 -1.555 3.301
C -4.664 -1.356 1.617
C -4.111 -2.376 0.911
C -0.107 -2.158 3.126
Cl 0.664 -3.625 3.660
C -0.064 -1.078 3.993
H -1.599 1.217 2.031
H -1.681 -0.727 0.518
H -1.358 -2.841 0.023
H 0.545 -4.209 -0.542
H 1.242 -4.036 1.071
H 2.578 -1.957 1.610
H 2.969 0.450 0.306
H 0.311 -1.886 -1.930
H -2.962 -5.438 1.749
H -2.939 -4.668 0.152
H -5.190 -0.495 1.238
H -4.141 -2.434 -0.169
H 0.394 -1.179 4.966
*
```

Maximum force = 0.6 eV/A
Energy relative to the best compared isomer or geometry (same formula, charge and spin) = 33.59 kJ/mol
HOMO = -8.3 eV
HOMO-LUMO gap = 8.3 eV

Record 2
Density functional theory data (ωB97M-V/def2-TZVPD) for a structure of composition C34H35AsO6OsSSi.

Geometry as ORCA input:
```
! wB97M-V def2-TZVPD RIJCOSX def2/J DEFGRID3
* xyz -2 1
Os 0.490 0.769 -0.817
O 0.249 2.506 4.551
As 0.920 1.665 3.134
O 1.114 0.071 3.782
O -0.137 1.758 1.919
C 2.718 2.334 3.250
C 3.171 2.609 4.538
C 4.467 3.053 4.741
C 5.313 3.226 3.654
C 4.864 2.946 2.372
C 3.565 2.500 2.163
S 3.053 2.141 0.481
O 4.280 2.134 -0.281
O 2.096 3.176 0.165
O 2.414 0.811 0.614
H -0.667 2.677 4.298
H 2.502 2.477 5.378
H 4.815 3.261 5.745
H 6.329 3.569 3.806
H 5.507 3.050 1.509
C 2.050 -2.075 2.089
Si 0.690 -1.434 3.165
C -0.981 -1.347 2.380
C 0.618 -2.494 4.731
C -0.232 -3.598 4.818
C -0.262 -4.405 5.948
C 0.564 -4.119 7.026
C 1.416 -3.024 6.964
C 1.439 -2.225 5.829
H 1.866 -3.112 1.795
H 2.998 -2.025 2.632
H 2.145 -1.489 1.174
H -1.318 -2.325 2.026
H -0.940 -0.684 1.509
H -1.710 -0.947 3.092
H -0.886 -3.833 3.984
H -0.931 -5.257 5.989
H 0.544 -4.745 7.910
H 2.062 -2.792 7.803
H 2.099 -1.365 5.793
C 4.254 -3.262 -1.834
C 4.193 -1.856 -1.925
C 2.998 -1.214 -1.719
C 1.804 -1.910 -1.411
C 0.566 -1.160 -1.150
C -0.558 -2.004 -0.983
C -0.493 -3.400 -0.952
C 0.694 -4.082 -1.109
C 1.868 -3.334 -1.360
C 3.119 -3.976 -1.564
H 5.198 -3.777 -1.985
H 5.085 -1.283 -2.151
H 2.925 -0.136 -1.794
H -1.519 -1.529 -0.815
H -1.409 -3.961 -0.780
H 0.740 -5.166 -1.065
H 3.157 -5.061 -1.504
C -0.894 -0.398 -3.879
C -1.495 0.870 -3.276
C -3.001 0.636 -3.066
C -0.868 1.270 -1.916
C -1.255 2.041 -4.208
C -0.021 2.176 -4.851
C 0.257 3.253 -5.678
C -0.696 4.242 -5.891
C -1.919 4.138 -5.247
C -2.188 3.054 -4.417
H -1.189 -1.266 -3.297
H 0.194 -0.370 -3.854
H -1.244 -0.522 -4.913
H -3.124 -0.266 -2.465
H -3.531 0.503 -4.017
H -3.466 1.457 -2.516
H -1.349 2.230 -1.599
H 0.748 1.440 -4.656
H 1.231 3.327 -6.147
H -0.482 5.086 -6.537
H -2.672 4.907 -5.383
H -3.148 3.008 -3.920
*
```

Maximum force = 0.7 eV/A
Energy relative to the best compared isomer or geometry (same formula, charge and spin) = 52.39 kJ/mol
HOMO (spin up / spin down) = 0.4 / 0.5 eV
HOMO-LUMO gap (spin up / spin down) = 3.7 / 3.7 eV

Record 3
Density functional theory data (ωB97M-V/def2-TZVPD) for a cluster of 2 separate species, C5H11O2 in total in a non-equilibrium geometry.

Geometry as ORCA input:
```
! wB97M-V def2-TZVPD RIJCOSX def2/J DEFGRID3
* xyz -1 1
C 0.840 -1.875 -0.460
C 1.866 -1.481 0.575
C -0.107 -0.748 -1.095
O 0.111 0.331 -0.611
O -0.897 -1.027 -2.020
H 1.368 -2.460 -1.310
H 0.110 -2.638 -0.143
H 2.849 -1.606 0.100
H 1.850 -2.206 1.380
H 1.740 -0.612 1.160
C -0.695 1.753 1.990
C -1.242 2.686 0.865
H 0.235 1.283 1.666
H -0.480 2.354 3.037
H -1.349 0.903 1.994
H -1.279 2.003 -0.029
H -0.562 3.541 0.531
H -2.167 3.000 1.414
*
```

Maximum force = 4.0 eV/A
Energy relative to the best compared isomer or geometry (same formula, charge and spin) = 131.64 kJ/mol
HOMO = -4.0 eV
HOMO-LUMO gap = 8.1 eV

Record 4
Density functional theory data (ωB97M-V/def2-TZVPD) for a structure of composition C22H34BBrF9N3O11P2S2 in a non-equilibrium geometry.

Geometry as ORCA input:
```
! wB97M-V def2-TZVPD RIJCOSX def2/J DEFGRID3
* xyz 0 1
C -1.309 -2.154 3.010
C -2.151 -2.046 1.707
C -1.635 -0.918 0.768
C -1.143 -1.379 -0.591
C 0.002 -0.924 -1.181
C 0.800 0.108 -0.406
C 1.898 -0.470 0.521
C 1.718 -1.928 0.905
Br 2.907 -2.386 2.362
C 0.401 -1.393 -2.511
S 1.885 -0.780 -3.261
O 2.480 -1.702 -4.179
O 2.813 -0.352 -2.258
C 1.397 0.830 -4.124
F 2.060 1.812 -3.501
F 0.090 1.055 -3.900
C 1.773 0.953 -5.628
F 1.632 2.261 -5.951
F 3.084 0.681 -5.723
C 0.967 0.118 -6.647
F -0.337 0.074 -6.347
F 1.448 -1.121 -6.764
C 1.067 0.761 -8.080
F 0.197 1.748 -8.244
F 2.306 1.127 -8.385
F 0.718 -0.203 -8.952
C -0.378 -2.279 -3.206
B -0.168 -2.888 -4.670
N 0.903 -3.778 -5.008
O -1.094 -2.578 -5.633
C -1.564 -2.739 -2.584
N -2.409 -3.600 -3.167
S -3.608 -3.782 -2.129
N -3.135 -2.842 -0.931
C -1.964 -2.308 -1.295
H -1.841 -1.746 3.868
H -0.339 -1.670 2.919
H -1.168 -3.213 3.221
H -3.144 -1.753 2.034
H -2.141 -3.022 1.243
H -2.445 -0.205 0.593
H -0.869 -0.387 1.320
H 0.136 0.740 0.172
H 1.272 0.778 -1.116
H 2.878 -0.321 0.080
H 1.904 0.141 1.425
H 0.708 -2.171 1.211
H 1.947 -2.548 0.040
H 1.406 -4.109 -4.196
H 0.584 -4.596 -5.515
H -1.039 -3.233 -6.335
C 6.054 3.663 -2.264
O 5.933 4.470 -1.082
P 4.789 4.009 -0.027
O 5.108 2.597 0.259
O 3.542 4.180 -1.053
C 3.311 5.443 -1.679
O 3.883 4.449 1.269
C 4.549 5.024 2.412
H 7.046 3.217 -2.262
H 5.303 2.879 -2.310
H 5.950 4.316 -3.130
H 3.162 5.275 -2.745
H 4.152 6.127 -1.553
H 2.413 5.896 -1.258
H 5.034 5.965 2.151
H 5.285 4.327 2.814
H 3.792 5.219 3.166
C -5.061 1.269 6.083
O -4.478 0.358 7.023
P -4.798 -1.236 6.783
O -4.361 -1.404 5.373
O -6.406 -0.986 6.957
C -6.909 -0.491 8.198
O -5.039 -2.824 7.198
C -3.950 -3.565 7.783
H -4.250 1.775 5.563
H -5.700 0.770 5.362
H -5.647 2.000 6.641
H -7.588 0.334 7.989
H -6.115 -0.126 8.851
H -7.456 -1.285 8.707
H -3.651 -3.135 8.739
H -3.095 -3.589 7.104
H -4.300 -4.580 7.951
*
```

Maximum force = 7.1 eV/A
HOMO = -9.0 eV
HOMO-LUMO gap = 7.7 eV

Record 5
Density functional theory data (ωB97M-V/def2-TZVPD) for the molecule C4H5NO in a non-equilibrium geometry.

Geometry as ORCA input:
```
! wB97M-V def2-TZVPD RIJCOSX def2/J DEFGRID3
* xyz 0 1
C 1.908 0.163 -0.154
C -0.345 -0.167 0.556
C -1.667 -0.211 0.388
C -2.276 0.167 -0.852
H 2.313 1.207 -0.054
H 2.371 -0.337 -1.036
H 2.140 -0.452 0.781
H 0.140 -0.503 1.466
H -2.326 -0.540 1.188
N -2.763 0.462 -1.869
O 0.504 0.211 -0.415
*
```

Maximum force = 1.8 eV/A
Energy relative to the best compared isomer or geometry (same formula, charge and spin) = 142.36 kJ/mol
HOMO = -9.4 eV
HOMO-LUMO gap = 10.1 eV
SMILES = CO/C=C\C#N

Record 6
Density functional theory data (ωB97M-V/def2-TZVPD) for a cluster of 2 separate species, C3H11NOS2 in total in a non-equilibrium geometry.

Geometry as ORCA input:
```
! wB97M-V def2-TZVPD RIJCOSX def2/J DEFGRID3
* xyz 0 1
N 1.135 1.517 1.435
C -0.312 1.578 1.326
C -0.962 1.508 2.669
C -0.843 0.508 0.376
S -0.371 0.753 -1.351
S 0.002 -1.195 -1.870
H 1.558 1.565 0.514
H 1.456 2.342 1.927
H -0.682 2.493 0.849
H -1.031 0.470 3.027
H -0.499 2.060 3.492
H -1.988 1.868 2.676
H -0.540 -0.473 0.774
H -1.913 0.478 0.437
H 1.315 -1.284 -2.157
H 0.911 -4.076 1.212
H 1.783 -2.847 0.810
O 1.111 -3.457 0.505
*
```

Maximum force = 1.8 eV/A
Energy relative to the best compared isomer or geometry (same formula, charge and spin) = 28.60 kJ/mol
HOMO = -8.7 eV
HOMO-LUMO gap = 9.3 eV
SMILES = C[C@@H](N)CSS.O

no.,M (g/mol)
1,960.97
2,864.95
3,103.14
4,904.30
5,83.09
6,141.26